1.
Density functional theory data (ωB97M-V with the def2-TZVPD basis set) for one molecule with the formula C3H3N at a distorted geometry.

Each line ends with the natural charge from an NBO analysis.
Positions of all 7 atoms, in Å:
C -0.61 -0.80 0.07  -0.336
C -1.08 0.45 0.13  -0.214
C 0.63 -0.22 0.20  0.433
N 1.80 0.17 0.08  -0.659
H -0.87 -1.76 -0.13  0.194
H -1.84 1.03 -0.20  0.195
H 1.97 1.13 -0.15  0.386

Summary:
HOMO energy   -8.28 eV
DFT total energy   -170.6990 Ha
Gap between HOMO and LUMO   0.3350 Eh
Structure (SMILES)   N=c1cc1
Net charge   0

=====

2.
Density functional theory data (ωB97M-V with the def2-TZVPD basis set) for C3H3N as an isolated structure at a distorted geometry.

Each line ends with the natural charge from an NBO analysis.
Positions of all 7 atoms, in Å:
C -0.50 0.11 0.17  -0.015
C 0.48 0.97 0.31  -0.201
C 0.60 -0.99 -0.07  0.083
N 1.49 -0.18 0.16  -0.325
H -3.22 0.06 -0.47  0.000
H 0.57 2.10 0.30  0.239
H 0.58 -2.08 -0.40  0.219

Summary:
HOMO energy (spin up / spin down)   -9.24 / -8.90 eV
DFT total energy   -170.5333 Ha
Gap between HOMO and LUMO (spin up / spin down)   0.3101 / 0.3233 Eh
Net charge   0

=====

3.
Density functional theory data (ωB97M-V with the def2-TZVPD basis set) for a 2-piece molecular cluster, C3H3N overall at a distorted geometry.

Each line ends with the natural charge from an NBO analysis.
Positions of all 7 atoms, in Å:
C 0.15 1.06 0.87  0.113
C 0.22 -0.04 0.03  0.075
C -0.14 -0.91 -0.87  -0.524
N 1.15 0.34 1.13  -0.309
H -0.79 2.11 1.37  0.210
H 0.42 -1.82 -1.05  0.217
H -1.01 -0.73 -1.48  0.218

Summary:
HOMO energy   -9.33 eV
DFT total energy   -170.6956 Ha
Gap between HOMO and LUMO   0.3574 Eh
Net charge   0

=====

4.
Density functional theory data (ωB97M-V with the def2-TZVPD basis set) for a 2-piece molecular cluster, C3H3N2 overall at a distorted geometry.

Each line ends with the natural charge from an NBO analysis.
Positions of all 8 atoms, in Å:
C -2.79 -0.12 0.15  0.210
C 0.62 -0.55 -0.82  0.229
C -2.08 0.93 0.01  0.225
N -3.49 -1.03 -0.19  -0.271
N 0.16 0.35 -0.28  -0.358
H -4.21 -1.02 0.43  0.401
H 0.92 -1.55 -1.08  0.271
H -1.73 1.93 0.13  0.293

Summary:
HOMO energy (spin up / spin down)   -16.31 / -16.15 eV
DFT total energy   -225.1228 Ha
Gap between HOMO and LUMO (spin up / spin down)   0.2788 / 0.2782 Eh
Net charge   +1

=====

5.
Density functional theory data (ωB97M-V with the def2-TZVPD basis set) for C3H3N2O as an isolated structure at a distorted geometry.

Each line ends with the natural charge from an NBO analysis.
Positions of all 9 atoms, in Å:
C 0.63 -0.15 -1.24  0.566
C -0.08 0.07 -0.04  0.109
C -0.30 -0.72 1.18  -0.660
N -0.39 1.31 -0.32  0.063
N 0.87 0.59 -2.21  0.025
O 0.34 1.65 -1.95  0.021
H -1.30 -0.93 1.23  0.280
H 0.01 -0.16 2.22  0.317
H 0.23 -1.67 1.13  0.279

Summary:
HOMO energy (spin up / spin down)   -17.45 / -17.45 eV
DFT total energy   -300.2503 Ha
Gap between HOMO and LUMO (spin up / spin down)   0.2968 / 0.2968 Eh
Net charge   +1

=====

6.
Density functional theory data (ωB97M-V with the def2-TZVPD basis set) for C3H3N2O as an isolated structure at a distorted geometry.

Each line ends with the natural charge from an NBO analysis.
Positions of all 9 atoms, in Å:
C -3.76 -1.23 -0.82  0.893
C -2.35 0.68 -0.66  0.537
C 0.39 -0.02 0.29  0.075
N -2.80 -0.48 -0.66  -0.638
N -0.38 0.58 -0.52  -0.465
O -4.54 -2.06 -0.75  -0.318
H 1.53 0.13 0.31  0.265
H -0.18 -0.63 0.97  0.224
H -0.03 1.00 -1.38  0.427

Summary:
HOMO energy (spin up / spin down)   -13.01 / -17.60 eV
DFT total energy   -300.3657 Ha
Multiplicity   3
Gap between HOMO and LUMO (spin up / spin down)   0.2985 / 0.3507 Eh
Net charge   +1

=====

7.
Density functional theory data (ωB97M-V with the def2-TZVPD basis set) for an isolated ion of composition C3H3N2OS and charge -1 at a distorted geometry.

Each line ends with the natural charge from an NBO analysis.
Positions of all 10 atoms, in Å:
C -0.27 -0.62 -0.40  0.151
C -1.27 0.19 0.29  -0.164
C 1.89 0.15 0.32  0.458
N 1.02 -0.04 -0.68  -0.679
N 2.60 0.48 1.15  -0.435
O -0.34 -0.93 0.98  -0.581
S -2.90 0.12 -0.07  -0.493
H -0.55 -1.55 -0.96  0.178
H -0.94 1.24 0.45  0.169
H 0.76 0.96 -1.08  0.397

Summary:
HOMO energy   -3.30 eV
DFT total energy   -699.0238 Ha
Gap between HOMO and LUMO   0.2626 Eh
Structure (SMILES)   N#CN[C@H]1O[C@@H]1[S-]
Net charge   -1

=====

8.
Density functional theory data (ωB97M-V with the def2-TZVPD basis set) for a 2-piece molecular cluster, C3H3N2OS overall at a distorted geometry.

Each line ends with the natural charge from an NBO analysis.
Positions of all 10 atoms, in Å:
C 0.77 0.15 -1.43  -0.051
C 1.47 0.27 -0.20  -0.377
C -2.17 0.43 1.67  0.220
N -1.16 0.05 1.30  -0.463
N 0.06 -0.92 -1.50  0.077
O 0.15 -1.66 -0.43  -0.341
S 1.08 -1.02 0.76  1.096
H 0.80 0.85 -2.25  0.279
H 2.13 1.07 0.08  0.301
H -3.11 0.80 1.99  0.260

Summary:
HOMO energy   -16.15 eV
DFT total energy   -698.6638 Ha
Gap between HOMO and LUMO   0.3648 Eh
Net charge   +1

=====

> Among the records above, which one has the highest DFT total energy?

number 2

=====

> Which formula does entry 1 have?

C3H3N

=====

> Which value of DFT total energy does entry 5 give?

-300.2503 Ha